{
  "formula": "C60H134F6N7P",
  "method": "wB97M-V/def2-TZVPD",
  "symbols": ["P", "F", "F", "F", "F", "F", "F", "C", "C", "C", "N", "C", "C", "C", "C", "C", "H", "H", "H", "H", "H", "H", "H", "H", "H", "H", "H", "H", "H", "H", "H", "H", "H", "H", "C", "C", "C", "N", "C", "C", "C", "C", "C", "H", "H", "H", "H", "H", "H", "H", "H", "H", "H", "H", "H", "H", "H", "H", "H", "H", "H", "C", "C", "C", "N", "C", "C", "C", "C", "C", "H", "H", "H", "H", "H", "H", "H", "H", "H", "H", "H", "H", "H", "H", "H", "H", "H", "H", "C", "C", "C", "N", "C", "C", "C", "C", "C", "C", "H", "H", "H", "H", "H", "H", "H", "H", "H", "H", "H", "H", "H", "H", "H", "H", "H", "H", "H", "H", "C", "C", "C", "N", "C", "C", "C", "C", "C", "C", "H", "H", "H", "H", "H", "H", "H", "H", "H", "H", "H", "H", "H", "H", "H", "H", "H", "H", "H", "H", "C", "C", "C", "N", "C", "C", "C", "C", "C", "C", "H", "H", "H", "H", "H", "H", "H", "H", "H", "H", "H", "H", "H", "H", "H", "H", "H", "H", "H", "H", "C", "C", "C", "N", "C", "C", "C", "C", "C", "C", "H", "H", "H", "H", "H", "H", "H", "H", "H", "H", "H", "H", "H", "H", "H", "H", "H", "H", "H", "H"],
  "positions_angstrom": [[-15.79184, -2.37177, -13.37945], [-14.78665, -3.63805, -12.97378], [-16.95047, -3.00006, -12.47129], [-15.10893, -1.51838, -12.15785], [-16.83413, -1.12889, -13.64727], [-14.75183, -1.69716, -14.40602], [-16.41351, -3.06830, -14.71760], [-14.38507, -8.06528, -6.77599], [-14.56092, -7.97109, -8.30442], [-13.24337, -8.20769, -8.98229], [-13.37965, -7.88824, -10.49258], [-12.03851, -8.13398, -11.18483], [-14.35807, -8.75864, -11.34200], [-15.14289, -7.70817, -12.06242], [-15.22197, -6.45761, -11.22298], [-13.74690, -6.43222, -10.78539], [-13.81346, -7.21658, -6.40038], [-13.89441, -8.98611, -6.46067], [-15.42599, -8.01141, -6.45712], [-15.00451, -7.00223, -8.53383], [-15.25262, -8.75806, -8.60495], [-12.95098, -9.25668, -8.93514], [-12.46704, -7.53830, -8.61171], [-11.30929, -7.36818, -10.92045], [-12.11471, -8.09213, -12.27136], [-11.70034, -9.13732, -10.92592], [-13.85662, -9.45004, -12.01921], [-15.07171, -9.33643, -10.75465], [-14.94287, -7.60988, -13.12939], [-16.20850, -7.92002, -12.15010], [-15.56178, -5.65229, -11.87421], [-15.94041, -6.47556, -10.40346], [-13.23112, -5.98654, -11.63594], [-13.56281, -5.85701, -9.87802], [-17.77674, -5.64449, -13.95742], [-18.52518, -7.01709, -14.08188], [-17.94286, -7.78665, -15.23973], [-18.68877, -9.08440, -15.59258], [-18.10397, -9.58473, -16.88671], [-20.27133, -9.10643, -15.69955], [-20.76089, -9.90442, -14.49537], [-19.73781, -10.89204, -14.09101], [-18.39727, -10.12606, -14.38783], [-16.70056, -5.81749, -13.95461], [-18.01611, -5.09893, -13.04464], [-17.99131, -4.99233, -14.80402], [-19.58825, -6.86838, -14.27125], [-18.36619, -7.62970, -13.19445], [-16.89898, -8.06562, -15.09620], [-17.99195, -7.23955, -16.18121], [-18.32037, -8.80805, -17.62022], [-18.51960, -10.56363, -17.12568], [-17.02302, -9.70356, -16.81230], [-20.47954, -9.78603, -16.52593], [-20.65007, -8.08995, -15.80640], [-21.64122, -10.42526, -14.87199], [-20.97975, -9.21961, -13.67609], [-19.83639, -11.64690, -14.87112], [-19.71137, -11.34615, -13.10046], [-17.68183, -10.81158, -14.84205], [-17.99870, -9.62415, -13.50617], [-19.26707, 2.04460, -14.86314], [-19.25422, 2.51757, -13.42484], [-18.52530, 1.35624, -12.68567], [-18.06029, 1.81909, -11.29630], [-19.27161, 2.02226, -10.31161], [-17.17317, 3.05228, -11.34185], [-16.33315, 2.95737, -10.03118], [-16.02015, 1.49621, -9.72614], [-17.02743, 0.79080, -10.66394], [-18.41105, 2.20973, -15.51740], [-20.10245, 2.53529, -15.36260], [-19.63567, 1.01891, -14.87768], [-20.21654, 2.82192, -13.01325], [-18.64956, 3.42443, -13.43433], [-17.65685, 0.99177, -13.23436], [-19.13545, 0.46659, -12.52961], [-19.80418, 1.07160, -10.33840], [-19.96129, 2.82874, -10.56071], [-18.85309, 2.28270, -9.33945], [-17.66953, 4.00015, -11.54986], [-16.49385, 2.82696, -12.16395], [-17.02956, 3.27190, -9.25388], [-15.42672, 3.55443, -9.93109], [-15.98068, 1.20251, -8.67720], [-15.01212, 1.25354, -10.06242], [-17.65195, 0.04923, -10.16578], [-16.48926, 0.21415, -11.41623], [-15.04618, -9.48841, -19.92936], [-14.13372, -9.04746, -18.78174], [-13.68307, -7.61856, -18.89442], [-13.21381, -6.86645, -17.61531], [-14.16107, -6.86194, -16.43158], [-13.71452, -5.99036, -15.29601], [-13.39058, -4.56430, -15.74028], [-12.37591, -4.50182, -16.93141], [-12.97382, -5.40811, -18.11650], [-11.91212, -7.52113, -17.26973], [-15.38758, -10.51573, -19.80219], [-14.64372, -9.48987, -20.94233], [-15.91503, -8.83977, -20.04103], [-13.36061, -9.79958, -18.62452], [-14.80519, -9.06598, -17.92332], [-14.43629, -7.03581, -19.42466], [-12.81062, -7.68220, -19.54471], [-15.10178, -6.44296, -16.78882], [-14.33428, -7.89034, -16.11456], [-14.42634, -5.91330, -14.47413], [-12.83559, -6.42537, -14.82025], [-14.34421, -4.11305, -16.01428], [-13.10303, -3.96439, -14.87683], [-12.11768, -3.48840, -17.23863], [-11.48001, -4.84705, -16.41538], [-13.93844, -4.95378, -18.34278], [-12.22254, -5.47954, -18.90300], [-11.97979, -8.60878, -17.29324], [-11.34845, -7.04533, -16.46724], [-11.32384, -7.23272, -18.14084], [-20.00230, -2.00246, -17.86852], [-18.79540, -1.18871, -18.55227], [-17.42231, -1.50675, -17.89817], [-16.20590, -0.63180, -18.31196], [-16.10936, -0.64302, -19.88590], [-15.08012, 0.31698, -20.40574], [-15.32045, 1.75790, -19.83839], [-15.34538, 1.81114, -18.30752], [-16.24792, 0.75606, -17.64967], [-14.94449, -1.35602, -17.74491], [-19.77459, -2.10800, -16.80781], [-20.07587, -2.99081, -18.32224], [-20.93327, -1.44250, -17.95698], [-18.94927, -0.11964, -18.40556], [-18.87523, -1.40217, -19.61818], [-17.14015, -2.50424, -18.23508], [-17.45842, -1.43927, -16.81086], [-17.03477, -0.19214, -20.24426], [-15.99793, -1.63388, -20.32621], [-15.08444, 0.33184, -21.49563], [-14.09555, 0.05233, -20.02015], [-16.26995, 2.06458, -20.27712], [-14.63303, 2.47199, -20.29186], [-15.66400, 2.82410, -18.06158], [-14.29014, 1.74312, -18.04307], [-17.29556, 1.05197, -17.70448], [-15.90612, 0.77018, -16.61475], [-14.79707, -2.19730, -18.42212], [-15.23459, -1.81348, -16.79904], [-14.07333, -0.71513, -17.60908], [-19.82211, -3.04649, -13.72074], [-20.13544, -2.86655, -12.21290], [-21.61918, -2.73674, -11.94266], [-22.07800, -2.71903, -10.42769], [-23.65088, -2.66634, -10.40629], [-24.11073, -2.86235, -8.94819], [-23.58483, -4.11300, -8.28607], [-22.08402, -4.02605, -8.18754], [-21.50053, -3.92312, -9.55045], [-21.65304, -1.33824, -9.73142], [-20.07853, -2.17234, -14.31925], [-20.17705, -3.92873, -14.25343], [-18.73536, -3.03970, -13.80458], [-19.59274, -1.99090, -11.85679], [-19.69784, -3.60881, -11.54531], [-22.09651, -3.61808, -12.37104], [-22.14370, -1.96477, -12.50572], [-24.01595, -3.53678, -10.95142], [-24.00510, -1.67846, -10.70077], [-25.19879, -2.91498, -8.98638], [-23.86183, -1.95585, -8.39645], [-23.87747, -5.07360, -8.70998], [-23.81412, -4.11715, -7.22047], [-21.60324, -4.89060, -7.72983], [-21.79126, -3.19375, -7.54749], [-21.91027, -4.72068, -10.17021], [-20.41872, -3.90139, -9.68205], [-20.69058, -0.97783, -10.09456], [-21.77006, -1.37425, -8.64831], [-22.35513, -0.53887, -9.96844], [-16.79021, -3.47615, -9.35866], [-15.49865, -3.42214, -8.59244], [-15.60408, -2.30260, -7.43566], [-14.36460, -2.23954, -6.58894], [-14.25074, -3.54257, -5.76879], [-13.20691, -3.54095, -4.67742], [-13.33534, -2.25576, -3.78136], [-13.42499, -0.97014, -4.59316], [-14.59413, -1.01910, -5.62585], [-13.18298, -2.08040, -7.47522], [-16.68847, -4.33958, -10.01611], [-17.02059, -2.56020, -9.90277], [-17.60613, -3.65239, -8.65772], [-14.64723, -3.21792, -9.24164], [-15.28199, -4.40812, -8.18135], [-16.49013, -2.38033, -6.80560], [-15.64128, -1.29971, -7.86104], [-15.24578, -3.67650, -5.34447], [-13.99974, -4.33505, -6.47382], [-13.20528, -4.43682, -4.05652], [-12.23767, -3.55995, -5.17573], [-14.16900, -2.36295, -3.08737], [-12.44852, -2.21162, -3.14914], [-13.56017, -0.17330, -3.86181], [-12.50830, -0.71293, -5.12385], [-15.50242, -1.20902, -5.05398], [-14.76854, -0.10107, -6.18703], [-13.05247, -2.94123, -8.13100], [-12.21997, -2.00284, -6.97052], [-13.32300, -1.21297, -8.12023]],
  "forces_ev_per_a": [[0.6552, 0.7909, -0.6903], [-1.0203, 0.9506, -0.9527], [0.2764, -0.4253, 0.6560], [-0.6818, -0.4771, -0.0778], [0.1043, 0.4664, 0.1309], [0.7311, -0.0861, 0.4701], [-0.0090, -0.9950, 0.5954], [-0.6214, 0.2479, -0.8246], [0.4117, -0.5916, 0.8735], [-0.6790, 0.5307, -1.7051], [1.6348, -0.3567, -1.9004], [0.3088, -0.0591, 0.3765], [-0.9569, 0.4520, 0.6004], [-2.8696, -0.2952, -0.5843], [1.2959, 0.2148, -0.1808], [-1.4561, 0.7638, 0.8207], [-0.0489, 0.0020, 0.1182], [-0.2353, 0.0083, 0.0341], [0.3027, -0.1417, 0.8994], [0.1100, -0.0120, -0.1519], [-0.1679, 0.1433, -0.0857], [0.1654, 0.1370, 0.1386], [0.1439, -0.1947, -0.0411], [-0.0819, -0.1434, 0.4628], [-0.5622, 0.0620, 0.0575], [0.0966, 0.1674, 0.1370], [0.3819, 0.1728, 0.2241], [0.5487, 0.0519, 0.6088], [0.9218, 0.4422, -0.0210], [-0.1449, -1.1535, -0.0261], [0.5664, 0.4206, 0.1212], [0.1475, -0.5415, 0.0800], [0.6216, -0.5416, 0.2184], [0.2679, 0.0168, -0.0502], [-0.3870, -0.9631, -0.1073], [0.6671, 0.6574, -0.2729], [-1.3487, -0.3552, -1.2665], [0.0717, -1.2523, 1.9777], [-0.0635, 0.1268, 0.4737], [1.6991, -0.8457, 0.4574], [-1.5555, 1.5668, 0.6177], [2.2175, 0.3490, -1.8873], [-0.7503, -0.7621, -1.3614], [0.1018, -0.0271, -0.0077], [-0.1358, -0.1846, -0.0150], [-0.0254, -0.1291, 0.0024], [-0.0707, 0.0592, 0.3471], [-0.2752, 0.2489, 0.3004], [0.3138, -0.2379, 0.2468], [0.0463, 0.4616, 0.0814], [-0.1625, -0.3463, -0.2628], [-0.1796, 0.2341, -0.1314], [0.0604, 0.1685, 0.3214], [0.1280, 0.7875, -0.5497], [-0.0295, -0.2833, -0.1697], [-0.4196, 0.2679, 0.6295], [-0.4446, -0.0436, 0.0590], [0.4016, -0.6728, 0.4121], [-0.4321, 0.2596, -0.1180], [0.3368, 0.2052, 0.4951], [0.0608, 0.1896, -0.4147], [-2.4663, 0.0377, -0.8222], [1.8236, -0.6407, -0.1726], [-0.2082, 1.4527, 1.1066], [0.5570, 0.0069, 1.2356], [1.2633, -0.4043, -0.7434], [1.7520, -0.8639, 0.0950], [-1.0657, 0.6869, 1.0533], [-0.0377, -0.0770, -1.7422], [-1.0974, -1.0460, 0.6126], [0.3008, -0.1472, 0.6419], [0.0902, 0.3440, -0.2359], [0.5358, -0.4038, -0.2534], [-0.1077, -0.5218, -0.1412], [0.1507, -0.0292, 0.4127], [0.1361, 0.3832, 0.0947], [-0.3055, 0.1267, 0.0362], [0.0737, 0.1370, 0.3408], [0.3868, 0.0111, -0.6604], [-0.0900, -0.4444, -0.0294], [-0.2173, -0.2968, 0.3895], [-0.0530, 0.2420, -0.3005], [0.2862, 0.4728, 0.2597], [-0.3690, 0.3586, -0.5466], [-0.8380, 0.2539, 0.0327], [-0.0210, -0.0130, -0.3397], [-0.0939, 0.0227, 0.1455], [-0.3230, 0.5336, -0.5798], [-0.1320, 0.0415, -0.8940], [-1.5023, -0.4311, 0.8122], [0.5310, -0.1369, -0.5634], [-0.0243, 0.4039, -0.6197], [-0.7938, 0.1117, -0.6521], [1.5384, 0.6845, 0.2060], [-0.4938, 0.5848, -0.6645], [-1.2832, -1.2535, 1.1378], [1.7426, 0.3839, 2.7316], [0.9645, 0.9648, -1.4063], [-0.0363, 0.0864, 0.3252], [0.6848, 0.1277, 0.1295], [-0.1988, 0.0315, 0.3862], [0.2103, 0.3383, 0.0322], [0.0910, -0.4290, 0.4277], [-0.0774, 0.2511, 0.4403], [0.1664, 0.7498, 0.0444], [-0.2042, -0.2172, -0.3236], [-0.0029, -0.2401, 0.0740], [-0.4420, -0.3445, -0.3652], [0.2242, -0.1606, 0.0367], [-0.2221, 0.1500, -0.3232], [0.4634, -0.0799, -0.0948], [-0.4461, -0.0507, -0.3370], [0.4677, -0.4984, -0.9043], [0.0903, -0.4202, -0.5292], [-0.5775, 0.0663, -0.3472], [-0.2164, 0.2606, 0.6276], [-0.7089, -0.4577, 0.4282], [0.4377, -0.4211, -0.0579], [1.7268, 0.9005, -0.2163], [-0.6275, -0.0312, 1.0244], [-0.0434, 0.0173, -1.0443], [1.2536, -0.9250, 0.0735], [-0.7758, 1.7791, 0.3933], [1.1682, 1.2891, 1.4822], [-1.0539, -0.8528, -1.2310], [0.3841, -0.0050, -1.7483], [-0.0562, 0.7279, -1.0375], [-1.4958, -0.5285, -0.3606], [-0.1311, -0.1386, 0.1117], [-0.1607, 0.1077, 0.0692], [0.0896, -0.1737, -0.2249], [-0.3796, 0.0666, -0.1503], [0.5101, 0.0940, 0.0481], [0.1758, -0.1517, 0.4179], [-0.0708, -0.1463, -0.0179], [-0.4215, -0.4731, 0.2589], [-0.0688, -0.2549, 0.8004], [0.0589, -0.1585, 0.1073], [0.3307, -0.3950, -0.4869], [-0.4223, 0.1783, 0.2696], [0.3556, -0.1760, 0.3717], [-0.1608, -0.1745, 0.4961], [-0.0738, -0.2829, 0.6804], [0.0925, 0.1545, 0.0348], [-0.3949, -1.0841, 0.1338], [0.5059, 0.2202, -0.1034], [0.0410, 0.4026, 0.1989], [-0.3059, 0.0689, -0.3660], [0.9455, 0.4915, 0.3136], [0.0421, 0.6024, 0.0597], [-0.7356, -1.1789, 0.8316], [0.1621, 2.9054, 0.5185], [0.9645, -1.2106, 1.8783], [-0.6627, 0.0202, -0.7168], [0.8309, 0.1031, 1.5371], [0.9419, 0.2442, -0.2278], [-0.7312, 0.7340, -2.7886], [-0.7258, -0.6110, -0.8452], [-0.5753, 0.1330, 0.2161], [-0.3332, -0.0889, 0.4992], [-0.1073, -0.2583, 0.0080], [-0.0290, 0.4820, -0.2731], [-0.0761, -0.6547, -0.5679], [-0.0895, -0.4037, 0.3713], [0.2751, 0.6619, 0.5566], [0.0926, 0.4007, -0.5837], [0.2887, -0.3627, -0.7515], [-0.0814, 0.1806, 0.0066], [-0.0541, -0.1607, 0.3391], [-0.3009, 0.2109, -0.2408], [-1.0549, -0.1182, -0.1384], [-0.2513, -0.2455, 0.0342], [0.0069, 0.1588, -0.0061], [0.3642, -0.5708, 0.1608], [-0.1237, 0.1823, 0.3153], [0.1551, -0.6513, 0.2818], [0.6545, -0.5829, -0.1670], [-0.2651, -0.3145, -0.6389], [-0.1442, -0.3341, 0.1487], [0.0584, 1.4731, 1.4824], [0.9591, -0.9544, -1.6200], [-0.4028, 0.1677, 1.1939], [-0.3432, -0.0767, 0.1701], [0.4498, 1.7681, 0.2664], [0.7591, -1.1648, -0.5353], [-0.5915, 0.1794, -0.5076], [1.2543, -0.8740, 1.2000], [0.7175, 0.1895, -0.4874], [-0.5085, 0.3010, -0.3673], [0.2153, -0.1470, -0.2282], [-0.1702, -0.1744, -0.0281], [-0.2692, 0.3197, -0.1479], [-0.2116, 0.0284, 0.3614], [0.1989, -0.4698, 0.1087], [-0.1809, -0.0983, -0.4786], [-0.0611, -0.1722, -0.1252], [-0.3904, 0.0851, -0.1025], [-0.5029, -0.0746, -0.2031], [0.2761, 0.1764, 0.1482], [-0.2363, 0.0802, -0.1596], [-0.0045, 0.0660, 0.0143], [-0.3411, 0.2822, -0.3262], [0.1861, -0.2222, 0.1112], [-0.1767, -0.3766, -0.2895], [0.4242, -0.2154, -0.3252], [-0.3709, -0.0479, 0.2484], [-0.4350, 0.2598, 0.5047], [-0.0302, 0.0889, 0.1710]],
  "lowdin_charge": [0.2284, -0.1716, -0.1586, -0.1706, -0.1902, -0.1518, -0.1744, -0.0671, -0.2459, -0.0956, -0.2090, 0.0003, -0.0883, -0.2203, -0.1665, -0.0972, 0.0673, 0.0939, 0.0839, 0.0851, 0.1157, 0.1497, 0.1403, 0.1100, 0.0900, 0.1147, 0.0976, 0.1235, 0.0679, 0.0927, 0.0850, 0.0979, 0.1325, 0.1176, -0.0945, -0.2109, -0.1843, -0.2122, -0.0181, -0.0521, -0.1957, -0.1361, -0.0534, 0.0461, 0.0543, 0.0625, 0.1009, 0.0834, 0.0821, 0.1143, 0.1036, 0.1144, 0.0770, 0.1265, 0.1263, 0.1317, 0.1170, 0.1219, 0.1326, 0.1015, 0.0920, -0.0998, -0.1981, -0.1179, -0.2144, 0.0699, -0.0811, -0.1341, -0.1427, -0.0746, 0.0794, 0.0890, 0.0712, 0.1208, 0.1077, 0.1106, 0.1194, 0.0727, 0.1117, 0.1021, 0.1416, 0.1412, 0.1058, 0.1344, 0.1043, 0.1151, 0.1107, 0.1002, -0.0893, -0.2415, -0.1301, -0.2314, -0.1515, -0.1990, -0.2008, -0.1119, -0.0503, 0.0180, 0.0855, 0.0857, 0.0717, 0.1215, 0.0730, 0.1335, 0.1383, 0.1238, 0.0610, 0.0786, 0.1030, 0.0841, 0.1043, 0.1116, 0.1054, 0.1208, 0.1319, 0.1116, 0.1035, 0.1083, -0.0542, -0.1881, -0.1190, -0.1972, -0.0976, -0.1598, -0.1703, -0.1555, -0.0926, 0.0311, 0.0396, 0.0730, 0.0791, 0.0957, 0.1076, 0.1258, 0.1200, 0.1250, 0.1413, 0.1366, 0.1116, 0.1157, 0.1262, 0.1270, 0.1173, 0.1155, 0.1318, 0.0936, 0.0662, 0.1128, -0.0822, -0.2235, -0.1085, -0.1697, -0.0791, -0.1627, -0.1720, -0.1993, -0.0820, 0.0386, 0.0703, 0.0812, 0.0250, 0.0850, 0.0911, 0.1285, 0.1399, 0.1391, 0.1343, 0.1370, 0.1171, 0.1361, 0.1328, 0.1363, 0.1173, 0.1364, 0.1107, 0.0631, 0.0893, 0.1002, -0.0989, -0.2014, -0.1021, -0.2518, -0.1055, -0.1407, -0.1564, -0.1502, -0.0566, 0.0122, 0.0585, 0.0629, 0.0780, 0.0981, 0.0916, 0.1361, 0.1117, 0.1434, 0.1147, 0.1324, 0.1144, 0.1243, 0.1266, 0.1313, 0.1142, 0.1348, 0.1274, 0.0965, 0.1141, 0.1198],
  "spin_multiplicity": 2,
  "total_charge": 5,
  "s2": 0.751,
  "e_lumo_ev": [-8.7576, -8.7685],
  "molar_mass_g_mol": 1098.74
}